1.
Below is 14 unconnected molecules or ions with the total composition C16H61NO15P2 in a non-equilibrium geometry, with properties calculated with wB97M-V/def2-TZVPD.

Cartesian coordinates (Å):
C: -0.5123 -0.0180 2.3363
C: -1.2121 0.3217 1.1842
C: -1.4810 -0.8390 0.1410
P: -0.2088 -0.5750 -1.2408
P: 1.6201 -1.6842 -0.8574
N: 1.5080 -3.2132 -1.2497
O: 2.8335 -0.9754 -1.7807
O: 2.0530 -1.5847 0.7969
H: 0.4099 0.5787 2.5584
H: -0.7839 -0.8645 3.0007
H: -1.5620 1.3475 0.9494
H: -1.3383 -1.8150 0.6688
H: -2.5264 -0.8092 -0.2666
H: 0.1825 0.8004 -1.1826
H: 1.7087 -3.7902 -0.4328
H: 3.4398 -0.4645 -1.2240
H: 2.7377 -2.2708 0.8740
C: 5.2287 -3.5178 -3.2420
O: 4.3711 -2.7596 -4.0876
H: 5.9196 -4.0850 -3.8637
H: 5.7964 -2.8479 -2.5900
H: 4.6348 -4.2089 -2.6385
H: 3.7710 -2.2674 -3.5180
C: -0.0713 4.0531 0.2163
O: 0.2787 2.8296 -0.4204
H: -1.1566 4.1166 0.2848
H: 0.3569 4.0811 1.2212
H: 0.3042 4.8928 -0.3733
H: 1.2415 2.8008 -0.4673
C: 2.0870 4.2303 -3.2953
O: 0.8389 3.6129 -3.5803
H: 2.6548 4.3219 -4.2195
H: 1.9180 5.2251 -2.8745
H: 2.6478 3.6151 -2.5864
H: 0.3596 3.5448 -2.7431
C: -4.9054 1.9026 2.9829
O: -4.5159 0.7007 2.3329
H: -5.9926 1.9331 3.0338
H: -4.4975 1.9290 3.9972
H: -4.5480 2.7678 2.4171
H: -3.5535 0.6933 2.2983
C: 2.9555 -0.3557 -5.7579
O: 3.4897 -0.2617 -7.0725
H: 2.3012 0.4978 -5.5849
H: 2.3791 -1.2789 -5.6571
H: 3.7676 -0.3427 -5.0272
H: 4.0618 -1.0233 -7.2013
C: 2.5990 -5.7479 -5.9581
O: 2.7413 -5.6088 -4.5527
H: 2.3449 -6.7832 -6.1811
H: 1.7993 -5.0956 -6.3197
H: 3.5384 -5.4924 -6.4569
H: 2.9656 -4.6862 -4.3795
C: -1.9827 -3.7623 4.6124
O: -1.4146 -3.6502 3.3061
H: -2.6507 -2.9180 4.7764
H: -2.5516 -4.6932 4.6903
H: -1.1951 -3.7481 5.3625
H: -0.8304 -4.4037 3.1846
C: -5.7243 -1.3068 -1.6226
O: -4.3985 -1.6159 -2.0382
H: -5.7688 -1.3595 -0.5361
H: -5.9918 -0.2969 -1.9449
H: -6.4269 -2.0288 -2.0469
H: -4.3805 -1.5637 -2.9975
C: -0.6866 -4.7451 8.4351
O: -1.5290 -3.9861 7.5743
H: 0.0273 -5.2959 7.8248
H: -0.1436 -4.0787 9.1101
H: -1.2844 -5.4524 9.0154
H: -2.1501 -3.5088 8.1315
C: 3.1070 6.3972 0.7279
O: 3.4593 5.1709 0.0916
H: 2.0235 6.4601 0.7957
H: 3.5340 6.4254 1.7333
H: 3.4822 7.2383 0.1389
H: 4.4186 5.1410 0.0451
C: 0.6305 6.8492 3.9552
O: 1.0305 7.7306 2.9118
H: 0.0386 6.0444 3.5220
H: 1.5110 6.4245 4.4447
H: 0.0237 7.3874 4.6876
H: 1.5500 8.4312 3.3151
C: -1.6917 5.8980 -2.8071
O: -1.1543 5.9741 -4.1164
H: -2.3378 6.7587 -2.6413
H: -2.2776 4.9797 -2.7017
H: -0.8797 5.9077 -2.0734
H: -0.5885 5.1997 -4.2351
C: -3.7927 -7.2237 2.6327
O: -3.3920 -6.3174 1.6142
H: -4.3576 -8.0336 2.1743
H: -2.9128 -7.6379 3.1336
H: -4.4263 -6.7111 3.3621
H: -2.8954 -5.6102 2.0408

Summary:
HOMO-LUMO gap, Ha: 0.3033

---

2.
Below is 15 unconnected molecules or ions with the total composition C16H62O23 in a non-equilibrium geometry, with properties calculated with wB97M-V/def2-TZVPD.

Cartesian coordinates (Å):
O: -1.4618 1.9262 1.7460
H: -1.5728 2.4482 2.5470
H: -1.0488 2.4712 1.1430
O: 0.6732 -3.3228 -1.5100
H: 0.6082 -3.7968 -0.7120
H: 0.1862 -2.5338 -1.2720
O: 0.7952 2.9782 -0.1670
H: 0.6872 3.6892 -0.8160
H: 1.2812 3.2972 0.5960
O: -0.2008 0.7612 4.4590
H: 0.5412 0.5672 5.0300
H: -0.1408 0.1082 3.8010
O: -0.4408 0.1132 -4.0960
H: 0.4132 -0.3898 -4.1070
H: -0.1268 1.0062 -3.8920
O: 0.8572 -3.4778 3.5380
H: 1.4682 -3.0568 2.9310
H: 0.8912 -3.1828 4.4300
O: 2.5952 -2.9918 1.3930
H: 2.1892 -3.8328 1.1700
H: 3.4802 -3.2768 1.7490
C: -1.5568 3.2892 -2.7890
C: -1.2438 4.5912 -2.5550
O: 0.2302 4.7122 -2.5680
O: -1.3198 3.0082 -4.1990
H: -2.6078 3.1202 -2.5350
H: -0.9278 2.5582 -2.2330
H: -1.6238 4.7402 -1.5560
H: -1.8128 5.2922 -3.1690
H: 0.6042 4.2972 -3.3760
H: -2.0328 3.4382 -4.5910
C: -3.3978 0.9132 -1.1530
C: -4.7118 1.3712 -0.8020
O: -4.9188 2.6342 -1.1730
O: -3.3288 -0.4138 -0.6400
H: -2.6158 1.4852 -0.7540
H: -3.3388 1.0142 -2.3050
H: -4.7808 1.3822 0.3040
H: -5.4428 0.7182 -1.1690
H: -4.2888 3.0962 -0.5980
H: -2.4328 -0.7218 -0.8380
C: -0.0978 -1.0768 0.7660
C: -0.2608 -0.2628 -0.5250
O: -0.6088 -1.0508 -1.5990
O: 0.4252 -0.1178 1.6980
H: 0.5762 -1.8738 0.7250
H: -1.0398 -1.4668 1.1790
H: 0.7162 0.1142 -0.8080
H: -0.8358 0.6292 -0.3780
H: -0.5278 -0.4258 -2.4290
H: -0.2308 0.5732 1.8670
C: 3.9602 1.8332 -3.0590
C: 2.7242 2.6952 -3.3560
O: 1.6352 2.0082 -2.7540
O: 5.0482 2.5682 -3.5380
H: 3.8362 0.8412 -3.4780
H: 4.1532 1.7312 -2.0260
H: 2.7002 2.7082 -4.4300
H: 2.8412 3.7082 -2.9170
H: 1.6492 2.0522 -1.8110
H: 5.2002 3.2902 -2.9260
C: -2.3888 -3.2078 -4.7400
C: -3.2608 -2.7808 -3.5410
O: -4.5778 -3.0178 -3.8650
O: -1.0948 -2.6468 -4.5530
H: -2.8598 -2.8638 -5.6700
H: -2.2058 -4.3288 -4.8080
H: -3.0668 -1.7838 -3.3400
H: -3.0068 -3.2628 -2.5850
H: -5.0298 -3.7058 -3.3750
H: -1.1798 -1.6958 -4.4060
C: 4.1652 -0.2818 1.2160
C: 3.6022 -0.0468 -0.1190
O: 2.8462 -1.1068 -0.5940
O: 5.2192 0.6862 1.4270
H: 4.5012 -1.3018 1.4020
H: 3.3102 -0.2808 1.9440
H: 4.4352 -0.0608 -0.8560
H: 2.9222 0.8642 -0.1620
H: 2.3842 -1.5688 0.1430
H: 4.8042 1.5322 1.3510
C: 2.7732 -0.5718 4.3280
C: 2.3462 -0.1918 5.7390
O: 1.9752 1.1312 5.8300
O: 3.7292 -1.6728 4.4150
H: 3.3142 0.3382 3.9060
H: 1.8932 -0.8588 3.7420
H: 3.1912 -0.3038 6.3570
H: 1.4962 -0.8188 6.0250
H: 2.4492 1.4852 6.6170
H: 3.3722 -2.3598 5.0460
C: -3.1038 -3.1738 3.1160
C: -2.5728 -1.7468 3.5580
O: -3.5188 -0.9758 4.3200
O: -1.9528 -3.8718 2.6640
H: -3.9228 -3.1138 2.3910
H: -3.5208 -3.6318 4.0370
H: -2.3148 -1.1348 2.6660
H: -1.6098 -1.7418 4.0860
H: -4.4068 -0.9558 3.9360
H: -1.1278 -3.4848 2.8880

Summary:
HOMO-LUMO gap, Ha: 0.3319
Energy relative to the best compared isomer or geometry (same formula, charge and spin), eV: 5.439

---

3.
Below is 16 unconnected molecules or ions with the total composition C16H64N32O16 in a non-equilibrium geometry, with properties calculated with wB97M-V/def2-TZVPD.

Cartesian coordinates (Å):
C: 13.9751 8.6603 12.1219
O: 15.0926 9.1646 12.0623
N: 13.3975 8.2182 10.9457
N: 13.2485 8.4004 13.2383
H: 13.8716 8.3994 10.1095
H: 12.5051 7.9208 11.0048
H: 12.4229 7.8263 13.2078
H: 13.8125 8.4981 14.0995
C: 17.6489 14.3253 15.1604
O: 17.3280 14.7816 16.2387
N: 17.0676 14.8383 14.0345
N: 18.5963 13.3497 14.8754
H: 16.9096 14.4458 13.1272
H: 16.3315 15.4877 14.2956
H: 18.8369 13.0829 13.9534
H: 18.8790 12.7780 15.6864
C: 9.6545 11.1669 16.0020
O: 8.4096 11.2297 15.8354
N: 10.4814 12.2250 15.7830
N: 10.2802 10.0434 16.3727
H: 10.0595 13.0373 15.3080
H: 11.4904 12.0916 15.5485
H: 11.2940 9.9736 16.3752
H: 9.6304 9.2831 16.4761
C: 6.6365 9.6516 13.4674
O: 6.1075 9.2193 12.3775
N: 6.9334 10.9516 13.5866
N: 6.8495 8.9108 14.5687
H: 7.4566 11.2153 14.4397
H: 6.6010 11.6000 12.9315
H: 7.2220 9.3270 15.4200
H: 7.1965 7.9633 14.4334
C: 19.5163 8.0727 17.5666
O: 19.7660 8.3446 18.7514
N: 19.3640 6.7722 17.1204
N: 19.3939 8.9582 16.5470
H: 19.4374 6.5787 16.1482
H: 19.5582 5.9551 17.7013
H: 19.3088 9.9437 16.8220
H: 19.3161 8.6147 15.6110
C: 10.9169 9.3023 7.7912
O: 11.0097 8.4025 8.6047
N: 10.0673 9.1695 6.7339
N: 11.5151 10.5184 7.8886
H: 9.5690 8.3004 6.8087
H: 9.9904 9.7660 5.9475
H: 11.1983 11.3417 7.3141
H: 12.4013 10.5011 8.3536
C: 17.9559 11.6441 18.2966
O: 18.8566 11.6635 17.4229
N: 17.7529 10.4926 18.9554
N: 17.1770 12.7525 18.5273
H: 17.1034 10.3573 19.7146
H: 18.6304 9.8957 18.9240
H: 16.4852 12.7232 19.2804
H: 17.3409 13.5852 18.0155
C: 18.6763 7.9615 13.1524
O: 19.3632 7.4120 13.9574
N: 17.4696 8.5050 13.4839
N: 18.9239 7.9894 11.7677
H: 17.0669 8.2569 14.4257
H: 16.8493 9.0320 12.9077
H: 19.8935 7.8023 11.5570
H: 18.4424 8.5938 11.1427
C: 13.3587 11.2820 19.9395
O: 14.4843 11.5322 19.4803
N: 13.1627 11.0532 21.3304
N: 12.2175 11.2568 19.1729
H: 14.0209 10.8410 21.8409
H: 12.3062 10.5884 21.5473
H: 12.4063 11.2663 18.1905
H: 11.3558 11.0974 19.6256
C: 7.0883 10.3329 8.7262
O: 8.1126 10.7549 9.2014
N: 6.0026 9.8635 9.4531
N: 6.8383 10.4657 7.3375
H: 6.2370 9.7318 10.4364
H: 5.2457 9.3811 8.8897
H: 6.3123 9.7912 6.7939
H: 7.7890 10.6743 6.9890
C: 15.5058 7.7854 16.9091
O: 15.3074 7.9725 15.7078
N: 15.1596 8.7849 17.7888
N: 15.9591 6.5029 17.4269
H: 15.2302 9.7422 17.4654
H: 15.4097 8.7025 18.7657
H: 16.3862 5.9027 16.7293
H: 16.4786 6.4683 18.2807
C: 14.0248 11.4348 15.7950
O: 13.1780 11.0398 16.5673
N: 13.8864 11.5126 14.4769
N: 15.1991 11.8566 16.2620
H: 14.6045 11.8598 13.9028
H: 13.1721 10.9339 13.9367
H: 15.8532 12.1319 15.5453
H: 15.3485 11.9445 17.2658
C: 11.1853 11.7521 11.4853
O: 12.3030 12.1530 11.7416
N: 10.8381 10.4034 11.2378
N: 10.0885 12.5826 11.3556
H: 11.5871 9.8598 10.8875
H: 10.0290 10.2743 10.6090
H: 9.2585 12.0401 11.1729
H: 9.9561 13.5379 11.7363
C: 11.1099 15.3776 13.4294
O: 10.1240 15.0857 12.8421
N: 12.3068 14.7296 13.2428
N: 11.2224 16.4400 14.2818
H: 12.2624 13.8427 12.7611
H: 12.9073 14.7720 14.0498
H: 10.3625 16.7833 14.6856
H: 12.0690 16.5505 14.8183
C: 11.3030 13.8298 6.3908
O: 10.8564 12.6873 6.2420
N: 10.9599 14.6486 7.4425
N: 12.1691 14.3273 5.4454
H: 11.3742 15.5371 7.3370
H: 10.5463 14.3849 8.3216
H: 12.3514 13.6272 4.7356
H: 12.9301 14.9389 5.7494
C: 13.8187 15.4516 17.4268
O: 13.5374 15.6512 16.2404
N: 12.7692 15.4915 18.3526
N: 15.0996 15.4306 17.8280
H: 12.0033 15.7081 17.7349
H: 12.7930 14.8390 19.0835
H: 15.4112 15.6108 18.7641
H: 15.8130 15.5247 17.1249

Summary:
HOMO-LUMO gap, Ha: 0.3422
Energy relative to the best compared isomer or geometry (same formula, charge and spin), eV: 0.706

---

4.
Below is a molecular structure, C16H64N33NiO19 in a non-equilibrium geometry, with properties calculated with wB97M-V/def2-TZVPD.

Cartesian coordinates (Å):
Ni: 5.6027 0.4129 -3.4428
N: 0.2027 -0.1629 -0.8654
O: 0.0030 0.5334 0.0530
O: 1.0625 0.0626 -1.7449
O: -0.5702 -1.0428 -1.0182
C: 4.2215 3.3920 -3.3420
O: 4.8331 2.2946 -3.1033
N: 4.5930 4.5546 -2.7657
N: 3.3921 3.5667 -4.2909
H: 5.3060 4.6005 -2.0518
H: 4.5729 5.3779 -3.3504
H: 2.7775 4.3457 -4.1024
H: 2.9418 2.8596 -4.8542
C: 2.7514 0.0807 -5.3016
O: 3.8663 -0.0674 -4.9545
N: 2.2461 -0.2682 -6.4822
N: 1.8025 0.2294 -4.4803
H: 1.2753 -0.1271 -6.7224
H: 2.9234 -0.5026 -7.1938
H: 0.8784 0.1434 -4.8789
H: 1.8458 0.1716 -3.4729
C: -1.1075 6.4873 1.7129
O: -0.7442 7.4636 1.1291
N: -1.1722 6.4603 3.0331
N: -1.4793 5.3727 1.1339
H: -0.7739 7.2633 3.4986
H: -1.5940 5.6848 3.5238
H: -1.9090 4.5771 1.5838
H: -1.3998 5.1670 0.1482
C: -2.2418 -4.0177 0.8173
O: -1.8746 -4.4621 -0.2482
N: -2.7617 -4.5623 1.9323
N: -2.1785 -2.7506 1.0245
H: -2.8767 -4.0371 2.7873
H: -2.9762 -5.5481 1.9808
H: -2.5107 -2.3198 1.8755
H: -1.5891 -2.2592 0.3678
C: 0.1699 2.5435 3.4792
O: -0.3329 1.6261 4.0603
N: 0.5542 2.4837 2.2390
N: 0.3175 3.7530 4.0189
H: 0.3534 1.6464 1.7110
H: 1.0334 3.3055 1.8999
H: 0.3620 4.5033 3.3442
H: -0.0616 3.8481 4.9502
C: 1.2366 -6.2182 1.0378
O: 1.9216 -7.2593 0.9682
N: 1.1193 -5.3574 0.0817
N: 0.5587 -5.9047 2.1053
H: 0.3266 -4.7861 0.3372
H: 1.5120 -5.4406 -0.8451
H: -0.0754 -5.1225 2.0266
H: 0.6441 -6.3887 2.9877
C: -3.3386 2.6715 1.7039
O: -3.6378 3.4705 2.5302
N: -2.5911 1.6078 1.8461
N: -3.6502 2.8322 0.4692
H: -2.1332 1.1460 1.0733
H: -2.1809 1.5168 2.7645
H: -4.2965 3.5421 0.1555
H: -3.2293 2.2831 -0.2666
C: 1.5360 -2.9557 -3.8219
O: 2.3899 -3.3588 -2.9790
N: 0.4051 -2.3863 -3.5128
N: 1.6070 -3.1541 -5.0916
H: -0.0792 -2.2067 -4.3807
H: 0.2253 -2.1127 -2.5573
H: 0.9873 -2.6697 -5.7251
H: 2.5133 -3.5062 -5.3651
C: 3.8211 -0.0446 3.7810
O: 3.5567 -1.0644 3.2271
N: 4.8070 0.0097 4.6207
N: 3.2313 1.1045 3.5381
H: 4.8029 0.7847 5.2682
H: 5.3756 -0.7918 4.8541
H: 3.5338 1.8519 4.1463
H: 2.5525 1.2783 2.8107
C: 4.7245 -0.8528 -0.5400
O: 4.5795 -0.1591 -1.5865
N: 4.2976 -2.0544 -0.3403
N: 5.4886 -0.5573 0.4320
H: 4.4348 -2.5372 0.5361
H: 3.7541 -2.4743 -1.0809
H: 5.4451 -1.2100 1.2016
H: 5.8904 0.3678 0.3788
C: 0.0785 -1.5390 3.5861
O: -1.0197 -1.8716 4.0308
N: 1.0964 -1.6534 4.3636
N: 0.3755 -1.2303 2.4096
H: 0.9044 -2.1617 5.2150
H: 2.0000 -1.3838 4.0018
H: 1.2728 -0.7880 2.2707
H: -0.2556 -1.1784 1.6227
C: -3.1261 1.1969 5.9849
O: -4.2634 1.2168 6.5187
N: -2.1522 1.8350 6.4833
N: -2.8037 0.5557 4.9722
H: -1.4113 1.7206 5.8065
H: -2.2774 2.4739 7.2554
H: -1.9264 0.7163 4.4983
H: -3.2507 -0.3122 4.7132
C: -1.6987 -1.0536 -5.5031
O: -0.9658 -1.8980 -6.0102
N: -1.4610 -0.4245 -4.3587
N: -2.8231 -0.6065 -6.0926
H: -2.0865 0.2413 -3.9278
H: -0.7961 -0.7958 -3.6953
H: -3.2697 0.2115 -5.7032
H: -2.8531 -0.4829 -7.0946
C: -4.2241 -3.3298 -2.8676
O: -5.1847 -3.3227 -3.5435
N: -3.4510 -4.3381 -2.6117
N: -3.7628 -2.1984 -2.4243
H: -3.8364 -5.2172 -2.9261
H: -2.6901 -4.3204 -1.9478
H: -4.0157 -1.3116 -2.8363
H: -2.9728 -2.2038 -1.7951
C: 1.9380 3.6371 -0.4847
O: 2.0487 4.6982 0.0691
N: 1.0293 3.3396 -1.2551
N: 2.6119 2.5828 -0.2015
H: 1.1711 2.4299 -1.6703
H: 0.5193 4.0760 -1.7217
H: 3.3298 2.8308 0.4643
H: 2.1089 1.7349 0.0176
C: -5.2120 -1.1892 0.9845
O: -4.7806 -1.4965 2.1293
N: -4.6871 -0.4351 0.0387
N: -6.3910 -1.5938 0.5917
H: -5.0439 -0.4758 -0.9053
H: -3.7924 0.0254 0.1255
H: -6.9517 -2.2587 1.1052
H: -6.8485 -1.0287 -0.1093

Summary:
2S+1: 3
Expectation value of S²: 2.003
HOMO-LUMO gap (spin up / spin down), Ha: 0.0987 / 0.0600
Charge: +1

---

Number 1: total energy -2511.9402 Eh. Number 2: total energy -2377.0462 Eh. Number 3: total energy -3604.8363 Eh. Number 4: total energy -5392.8151 Eh.